No. 1
This record from the OMol25 dataset describes C8H13NO in the gas phase. The level of theory is ωB97M-V with the def2-TZVPD basis set.

## Properties
SMILES: CC1=C(N)CC[C@@H](C)C1=O
E_HOMO, eV: -8.00
LUMO energy, Ha: 0.02885
ΔE to the lowest compared entry with this formula, charge and spin, kcal/mol: 25.4

```
! wB97M-V def2-TZVPD RIJCOSX def2/J DEFGRID3
* xyz 0 1
C 1.041 -2.506 0.617
C 0.445 -1.043 0.407
C 1.204 0.060 0.420
N 2.409 -0.014 0.889
C 0.712 1.398 0.098
C -0.766 1.539 0.428
C -1.578 0.501 -0.285
C -1.792 0.797 -1.874
C -1.041 -0.900 0.046
O -1.753 -1.883 -0.135
H 1.064 -3.194 -0.301
H 2.120 -2.596 1.021
H 0.354 -2.988 1.378
H 3.033 0.782 1.071
H 2.613 -0.917 1.248
H 1.149 2.066 0.856
H 0.898 1.565 -0.934
H -0.862 1.419 1.446
H -1.168 2.583 0.181
H -2.596 0.523 0.139
H -2.748 0.478 -2.271
H -0.967 0.399 -2.499
H -1.769 1.929 -1.946
*
```

=====

No. 2
This record from the OMol25 dataset describes C8H13NO2 in the gas phase. The level of theory is ωB97M-V with the def2-TZVPD basis set.

## Properties
SMILES: CC1(C)CCN2C[C@@]21C(=O)O
E_HOMO, eV: -9.54
LUMO energy, Ha: 0.02708
ΔE to the lowest compared entry with this formula, charge and spin, kcal/mol: 55.5

```
! wB97M-V def2-TZVPD RIJCOSX def2/J DEFGRID3
* xyz 0 1
C -0.084 2.064 0.240
C -0.428 0.745 -0.312
C -0.684 0.671 -1.815
C -1.482 0.098 0.459
C -1.205 -1.430 0.502
N 0.285 -1.598 0.626
C 0.823 -0.815 1.629
C 0.904 -0.404 0.108
C 2.176 -0.574 -0.672
O 2.813 0.422 -0.914
O 2.600 -1.811 -0.851
H -0.940 2.813 -0.025
H 0.798 2.505 -0.175
H -0.076 1.950 1.351
H -0.003 1.274 -2.454
H -1.556 1.277 -1.826
H -0.884 -0.332 -2.185
H -2.453 0.327 0.052
H -1.666 0.479 1.469
H -1.562 -2.093 1.194
H -1.407 -1.813 -0.526
H 1.737 -1.096 2.086
H 0.238 -0.253 2.331
H 2.054 -2.406 -0.294
*
```

=====

No. 3
This record from the OMol25 dataset describes a molecular structure, C8H13NO3STi. The level of theory is ωB97M-V with the def2-TZVPD basis set.

## Properties
⟨S²⟩: 0.78
E_HOMO (alpha / beta), eV: -1.26 / -1.07
LUMO energy (alpha / beta), Ha: 0.10078 / 0.10045
ΔE to the lowest compared entry with this formula, charge and spin, kcal/mol: 52.4

```
! wB97M-V def2-TZVPD RIJCOSX def2/J DEFGRID3
* xyz -1 2
C -1.344 0.655 -2.080
C 0.036 0.387 -2.244
C 0.757 1.411 -1.500
C -0.152 2.324 -0.986
C -1.586 1.861 -1.156
Ti -0.392 0.008 -0.182
N -2.184 1.184 0.194
C 1.604 -1.977 -0.686
C 2.666 -1.148 -0.960
H 1.851 1.427 -1.430
H 0.530 -0.403 -2.784
H 0.095 3.263 -0.503
H -2.348 2.612 -1.472
H -2.142 0.082 -2.528
H 2.566 -0.635 -1.969
H 1.565 -2.742 0.091
H -2.959 1.579 0.819
H 3.661 -1.292 -0.495
H 0.739 -2.032 -1.399
C -0.895 -0.616 3.426
S 0.162 -1.060 2.067
O 0.619 0.308 1.430
O 1.185 -1.994 2.383
O -0.796 -1.529 0.917
H -0.265 -0.203 4.212
H -1.325 -1.563 3.744
H -1.648 0.094 3.091
*
```

=====

No. 4
This record from the OMol25 dataset describes 2 unconnected molecules or ions with the total composition C8H13NO5S. The level of theory is ωB97M-V with the def2-TZVPD basis set.

## Properties
E_HOMO, eV: -9.50
LUMO energy, Ha: -0.01434
ΔE to the lowest compared entry with this formula, charge and spin, kcal/mol: 40.0

```
! wB97M-V def2-TZVPD RIJCOSX def2/J DEFGRID3
* xyz 0 1
C 1.969 0.279 -1.757
C 0.918 -0.718 -2.237
C -0.757 -2.461 0.820
C -1.439 -2.282 2.147
C 1.190 1.313 -0.966
C -1.310 -1.119 1.203
C -0.144 0.676 -0.817
C 1.861 1.837 0.301
N -0.389 -0.053 1.449
O -1.280 2.525 -1.757
O 3.145 0.222 -1.961
O -2.770 0.995 -0.532
O -1.274 2.490 0.699
O -0.290 -0.366 -1.550
S -1.597 1.814 -0.534
H 0.756 -0.624 -3.316
H 1.170 -1.756 -2.004
H 0.317 -2.584 0.827
H -1.255 -3.025 0.047
H -2.415 -2.715 2.292
H -0.821 -2.293 3.033
H 1.005 2.181 -1.619
H -2.195 -0.767 0.690
H 1.153 2.468 0.834
H 2.745 2.415 0.030
H 2.171 1.010 0.938
H -0.825 0.839 1.663
H 0.362 -0.301 2.078
*
```

=====

No. 5
This record from the OMol25 dataset describes C8H13NOSi in the gas phase. The level of theory is ωB97M-V with the def2-TZVPD basis set.

## Properties
SMILES: C[Si](C)(C(N)=O)C1=CC=CC1
E_HOMO, eV: -8.52
LUMO energy, Ha: 0.02962
ΔE to the lowest compared entry with this formula, charge and spin, kcal/mol: 41.1

```
! wB97M-V def2-TZVPD RIJCOSX def2/J DEFGRID3
* xyz 0 1
C 1.175 -2.157 -0.826
Si 0.803 -0.598 0.163
C 0.904 -0.961 2.037
C 2.311 0.797 -0.198
N 2.051 1.735 -1.214
O 3.401 0.596 0.201
C -0.787 0.253 -0.126
C -1.199 1.417 0.325
C -2.577 1.645 0.195
C -3.106 0.520 -0.339
C -2.058 -0.469 -0.608
H 2.090 -2.568 -0.314
H 0.648 -3.102 -0.819
H 1.603 -1.848 -1.844
H 1.773 -0.490 2.615
H 0.055 -0.554 2.719
H 0.846 -2.042 2.336
H 2.750 2.314 -1.467
H 1.181 2.128 -1.397
H -0.510 2.187 0.700
H -3.034 2.584 0.265
H -4.185 0.380 -0.486
H -2.384 -1.442 -0.262
H -1.752 -0.325 -1.657
*
```

=====

No. 6
This record from the OMol25 dataset describes a molecular structure, C8H13NPTc. The level of theory is ωB97M-V with the def2-TZVPD basis set.

## Properties
⟨S²⟩: 4.17
E_HOMO (alpha / beta), eV: -11.54 / -11.52
LUMO energy (alpha / beta), Ha: -0.17092 / -0.17013

```
! wB97M-V def2-TZVPD RIJCOSX def2/J DEFGRID3
* xyz 1 4
C 1.417 -2.255 -0.985
C 2.259 -2.233 -2.075
C 2.433 -1.173 -2.981
C 1.770 0.059 -3.036
C 0.846 0.551 -2.126
Tc 0.868 -0.402 -0.389
P 0.269 -1.697 1.454
H 1.310 -3.240 -0.486
H 2.869 -3.122 -2.294
H 3.146 -1.361 -3.787
H 0.342 1.493 -2.413
H 2.037 0.669 -3.903
H 0.736 -1.123 2.673
H 0.842 -2.969 1.629
H -1.090 -2.035 1.716
C -3.114 2.075 2.415
C -1.806 2.509 1.752
C -1.156 1.486 0.974
N -0.455 0.700 0.460
H -3.859 1.726 1.687
H -3.558 2.915 2.957
H -2.961 1.267 3.145
H -2.034 3.336 1.062
H -1.114 2.822 2.551
*
```

=====

No. 7
This record from the OMol25 dataset describes C8H13O6P in the gas phase. The level of theory is ωB97M-V with the def2-TZVPD basis set.

## Properties
SMILES: COP(=O)(OC)O/C(C)=C1\CCOC1=O
E_HOMO, eV: -9.38
LUMO energy, Ha: 0.01961
ΔE to the lowest compared entry with this formula, charge and spin, kcal/mol: 0.0

```
! wB97M-V def2-TZVPD RIJCOSX def2/J DEFGRID3
* xyz 0 1
C 0.467 -2.762 2.130
O -0.337 -2.187 1.088
P 0.051 -2.641 -0.442
O 1.303 -3.378 -0.520
O -1.207 -3.533 -0.937
C -1.387 -3.650 -2.356
O 0.219 -1.286 -1.353
C 1.072 -0.369 -0.850
C 2.564 -0.731 -0.879
C 0.500 0.773 -0.297
C -0.976 1.120 -0.213
C -0.931 2.606 0.164
O 0.309 2.859 0.766
C 1.160 1.862 0.468
O 2.327 1.838 0.809
H 0.080 -2.530 3.112
H 0.508 -3.865 2.020
H 1.461 -2.323 2.037
H -0.516 -4.170 -2.816
H -2.294 -4.252 -2.595
H -1.486 -2.656 -2.819
H 2.883 -0.982 0.119
H 2.803 -1.537 -1.536
H 3.131 0.155 -1.161
H -1.462 0.529 0.574
H -1.487 0.971 -1.167
H -1.726 2.809 0.870
H -1.050 3.236 -0.728
*
```

=====

No. 8
This record from the OMol25 dataset describes 2 unconnected molecules or ions with the total composition C8H13O9PS. The level of theory is ωB97M-V with the def2-TZVPD basis set.

## Properties
SMILES: O=C1OC(=O)C(COO)=C1S.COP(=O)(OC)OC
E_HOMO, eV: -9.98
LUMO energy, Ha: -0.03512

```
! wB97M-V def2-TZVPD RIJCOSX def2/J DEFGRID3
* xyz 0 1
O -4.288 0.664 -0.818
C -3.715 -0.240 -0.306
O -2.572 -0.004 0.455
C -1.933 -1.235 0.462
O -1.382 -1.672 1.422
C -2.465 -2.094 -0.614
C -1.807 -3.257 -1.289
O -1.869 -3.060 -2.703
O -1.302 -1.766 -2.934
C -3.706 -1.649 -0.841
S -4.990 -2.346 -1.762
H -0.745 -3.274 -1.035
H -2.298 -4.212 -1.116
H -1.814 -1.425 -3.680
H -6.001 -1.940 -0.983
C 0.316 0.904 1.051
O 1.502 1.532 1.573
P 2.812 1.562 0.659
O 2.806 0.380 -0.219
O 3.858 1.499 1.863
C 3.715 0.532 2.898
O 3.632 2.738 -0.057
C 2.908 3.634 -0.919
H -0.511 1.186 1.697
H 0.102 1.234 0.036
H 0.439 -0.172 1.081
H 3.394 -0.431 2.500
H 3.010 0.885 3.649
H 4.693 0.417 3.359
H 2.108 4.144 -0.379
H 2.491 3.091 -1.769
H 3.613 4.377 -1.281
*
```

=====

No. 9
This record from the OMol25 dataset describes C8H13P in the gas phase. The level of theory is ωB97M-V with the def2-TZVPD basis set.

## Properties
E_HOMO (alpha / beta), eV: -7.25 / -7.25
LUMO energy (alpha / beta), Ha: 0.01393 / 0.01393
ΔE to the lowest compared entry with this formula, charge and spin, kcal/mol: 67.4

```
! wB97M-V def2-TZVPD RIJCOSX def2/J DEFGRID3
* xyz 0 1
C -2.005 0.326 -0.103
C -1.436 -0.042 -1.305
C -0.799 -1.663 0.284
C 0.311 0.495 1.236
C -1.304 -0.366 0.958
C -0.623 -1.208 -1.124
C 0.993 0.485 -0.041
C 1.064 1.755 -0.763
P 2.438 -0.671 -0.152
H -2.565 1.151 -0.044
H -1.651 0.613 -2.223
H 0.009 -2.205 0.618
H -1.535 -2.380 0.215
H -0.160 1.333 1.671
H 0.634 -0.058 1.993
H -1.888 -0.583 1.813
H 0.050 -1.710 -1.748
H -0.017 2.064 -0.974
H 1.584 1.555 -1.614
H 1.433 2.625 -0.225
H 2.132 -1.637 0.863
H 3.335 0.121 0.666
*
```

=====

No. 10
This record from the OMol25 dataset describes a molecular structure, C8H14. The level of theory is ωB97M-V with the def2-TZVPD basis set.

## Properties
E_HOMO, eV: -7.14
LUMO energy, Ha: 0.01855
ΔE to the lowest compared entry with this formula, charge and spin, kcal/mol: 145.4

```
! wB97M-V def2-TZVPD RIJCOSX def2/J DEFGRID3
* xyz 0 1
C 1.005 2.107 0.924
C 0.112 1.272 2.016
C 0.877 -0.057 2.395
C 0.504 -1.081 1.365
C -0.034 -0.578 0.056
C -0.127 -1.191 -1.262
C -0.886 -0.500 -2.174
C -1.373 -1.162 -3.446
H 2.042 2.066 1.341
H 0.717 3.155 0.961
H 0.985 1.846 -0.143
H -0.842 0.823 1.794
H -0.308 2.012 2.695
H 0.678 -0.368 3.402
H 1.971 0.143 2.193
H -0.805 -0.642 0.983
H 0.632 -2.190 1.687
H 0.502 -2.067 -1.524
H -1.323 0.482 -1.958
H -0.673 -2.028 -3.561
H -2.461 -1.513 -3.455
H -1.193 -0.529 -4.288
*
```

=====

No. 11
This record from the OMol25 dataset describes C8H14 in the gas phase. The level of theory is ωB97M-V with the def2-TZVPD basis set.

## Properties
SMILES: C=C(C)C(=C)CCC
E_HOMO, eV: -8.37
LUMO energy, Ha: 0.02978
ΔE to the lowest compared entry with this formula, charge and spin, kcal/mol: 43.8

```
! wB97M-V def2-TZVPD RIJCOSX def2/J DEFGRID3
* xyz 0 1
C -1.668 -2.077 -0.638
C -0.853 -1.009 -0.771
C -1.109 -0.029 -1.894
C 0.302 -0.904 0.197
C 0.446 -1.592 1.344
C 1.306 0.188 -0.168
C 0.883 1.649 0.102
C 0.353 1.821 1.536
H -1.282 -2.925 -0.091
H -2.708 -2.001 -0.934
H -1.505 0.945 -1.569
H -1.821 -0.442 -2.603
H -0.154 0.172 -2.379
H -0.120 -2.502 1.493
H 1.278 -1.324 1.985
H 1.535 0.003 -1.220
H 2.135 -0.053 0.496
H 0.335 2.211 -0.647
H 1.845 2.208 0.084
H 0.344 2.884 1.776
H 1.099 1.371 2.206
H -0.643 1.404 1.694
*
```

=====

No. 12
This record from the OMol25 dataset describes C8H14 in the gas phase. The level of theory is ωB97M-V with the def2-TZVPD basis set.

## Properties
E_HOMO, eV: -6.22
LUMO energy, Ha: -0.04885
ΔE to the lowest compared entry with this formula, charge and spin, kcal/mol: 124.8

```
! wB97M-V def2-TZVPD RIJCOSX def2/J DEFGRID3
* xyz 0 1
C -3.093 -0.994 0.617
C -2.235 -0.675 -0.688
C -1.332 0.456 -0.415
C 0.882 1.216 0.664
C 0.016 0.167 -0.151
C 2.951 0.294 -1.151
C 2.884 -0.040 0.163
C 2.080 0.545 1.135
H -3.570 -1.961 0.519
H -2.361 -1.034 1.427
H -3.737 -0.153 0.848
H -2.992 -0.523 -1.448
H -1.782 -1.657 -0.814
H 0.677 -0.140 -1.007
H -1.479 1.345 -1.034
H 1.138 2.068 0.032
H -0.027 -0.738 0.498
H 3.685 -0.669 0.537
H 2.259 0.986 -1.622
H 3.551 -0.358 -1.770
H 0.225 1.513 1.476
H 2.260 0.351 2.183
*
```

=====

What did the seventh record say?
This record from the OMol25 dataset describes C8H13O6P in the gas phase. The level of theory is ωB97M-V with the def2-TZVPD basis set.

## Properties
SMILES: COP(=O)(OC)O/C(C)=C1\CCOC1=O
E_HOMO, eV: -9.38
LUMO energy, Ha: 0.01961
ΔE to the lowest compared entry with this formula, charge and spin, kcal/mol: 0.0

```
! wB97M-V def2-TZVPD RIJCOSX def2/J DEFGRID3
* xyz 0 1
C 0.467 -2.762 2.130
O -0.337 -2.187 1.088
P 0.051 -2.641 -0.442
O 1.303 -3.378 -0.520
O -1.207 -3.533 -0.937
C -1.387 -3.650 -2.356
O 0.219 -1.286 -1.353
C 1.072 -0.369 -0.850
C 2.564 -0.731 -0.879
C 0.500 0.773 -0.297
C -0.976 1.120 -0.213
C -0.931 2.606 0.164
O 0.309 2.859 0.766
C 1.160 1.862 0.468
O 2.327 1.838 0.809
H 0.080 -2.530 3.112
H 0.508 -3.865 2.020
H 1.461 -2.323 2.037
H -0.516 -4.170 -2.816
H -2.294 -4.252 -2.595
H -1.486 -2.656 -2.819
H 2.883 -0.982 0.119
H 2.803 -1.537 -1.536
H 3.131 0.155 -1.161
H -1.462 0.529 0.574
H -1.487 0.971 -1.167
H -1.726 2.809 0.870
H -1.050 3.236 -0.728
*
```

=====

What is the formula in the third record?
C8H13NO3STi